Below is 2 unconnected molecules or ions with the total composition C4H11N2, with properties calculated with ωB97M-V/def2-TZVPD.

Total energy = -268.17222 hartree
LUMO = -0.247 Ha
Net charge = +1
Spin multiplicity = 1
Highest occupied orbital energy = -15.419 eV

Each line ends with the Löwdin charge.
Positions of all 17 atoms, in Å:
1 N -0.2930 1.1568 -0.9553  0.253
2 N -1.1594 1.1510 1.7744  0.245
3 C -0.2946 -1.2230 -0.9660  -0.180
4 C -0.4992 0.0989 -0.2777  -0.333
5 C 1.2365 -1.4630 -1.1361  -0.059
6 C -0.9847 0.0855 1.1022  0.049
7 H 6.4559 1.7658 1.2028  0.003
8 H -1.2296 -0.8568 1.5769  0.165
9 H 1.6479 -1.6365 -0.1435  0.075
10 H -1.3825 1.0106 2.7563  0.166
11 H 6.0842 1.3588 1.6867  -0.003
12 H -0.5143 1.9213 1.6061  0.166
13 H 1.6480 -0.5006 -1.4047  0.069
14 H -0.7812 -2.0199 -0.4339  0.102
15 H -0.6133 2.0003 -0.4848  0.076
16 H 1.4964 -2.2617 -1.8036  0.080
17 H -0.6901 -1.2285 -1.9789  0.124